# 1
Density functional theory data (ωB97M-V/def2-TZVPD) for a structure of composition C22H24CsN7O2 in a non-equilibrium geometry.

```
56
Properties=species:S:1:pos:R:3:forces:R:3:mulliken_charge:R:1
Cs -0.1507 -2.3575 -1.0462 -0.5 -0.1 -0.2 1.06
O 3.5110 -3.8827 0.5875 -0.6 0.2 0.1 -0.71
O 1.4958 -2.9555 1.1354 1.5 0.2 -0.7 -0.83
N 2.9682 -2.0964 -1.7099 -0.1 -0.9 0.6 -0.46
N 3.1517 1.5670 1.1149 -1.5 1.1 -1.0 0.02
N -3.7871 -1.8687 -2.3279 -1.3 -1.6 -1.8 -0.49
N 1.1054 2.4876 1.7253 0.5 0.6 0.5 -0.25
N -4.8510 -0.9825 5.1293 0.1 0.5 -2.6 -0.52
N -0.4560 0.5266 -1.9654 -0.9 0.8 -0.7 -0.31
N 2.7391 2.1930 3.3177 0.5 -0.2 1.2 -0.40
C 4.5699 -0.4086 1.4882 0.0 -1.7 -0.1 -0.31
C -3.2200 -0.6415 -2.4924 1.4 1.1 1.2 0.13
C -2.9960 0.7696 1.0767 0.1 -0.8 -1.2 0.03
C -2.9339 -0.3923 -3.8965 -0.4 -0.6 -0.5 -0.66
C 4.5253 -1.2644 0.1674 0.6 -0.2 0.0 -0.98
C -4.4211 -0.4164 2.6186 -0.2 0.5 -0.3 0.65
C 2.6495 -2.9887 0.5844 -0.2 0.2 0.2 0.51
C 0.3653 1.5886 -2.0881 -0.1 0.0 1.0 -0.67
C -0.2592 2.8004 -1.6891 0.4 -0.4 0.3 -1.04
C -5.1538 -0.8992 1.5358 0.2 -0.5 0.0 -0.81
C -1.6958 1.0473 -1.5753 0.5 1.2 0.9 -0.04
C -3.3902 0.4845 2.3670 0.3 0.5 0.7 -0.83
C 4.5069 1.0952 1.2743 1.0 0.1 0.9 -1.12
C 2.3620 2.0982 2.0471 0.1 -0.7 -0.6 0.75
C -1.5547 2.4590 -1.3035 -0.1 -1.0 -0.6 -0.62
C -3.4685 -1.4850 -4.5869 0.9 1.8 0.7 -0.50
C -3.9470 -2.3562 -3.5864 0.3 0.7 2.1 -0.62
C -4.7367 -0.7429 3.9878 0.0 -0.5 2.3 -0.09
C -2.8735 0.1919 -1.3858 0.0 -0.7 -1.6 0.96
C -4.7409 -0.7030 0.2185 1.0 0.8 -1.1 -0.32
C -3.5689 0.0996 -0.0836 -0.3 0.1 2.5 0.40
C 3.1113 -1.7185 -0.2821 0.0 0.4 -0.1 0.26
H -3.5147 -1.6263 -5.6519 0.0 0.0 -0.1 0.44
H 3.4757 -2.9575 -1.8851 0.0 0.0 0.1 0.26
H -6.0139 -1.5043 1.7903 -0.1 -0.1 -0.4 0.45
H 0.9598 2.7629 0.7696 -0.4 -0.2 -0.6 0.03
H -2.3303 3.1619 -1.0382 -0.1 -0.1 0.1 0.50
H 2.0320 2.5104 3.9814 0.6 -0.3 -0.2 0.22
H 5.1248 1.4403 0.4142 -0.6 -0.4 0.5 0.35
H -4.3814 -3.3138 -3.7694 -0.2 -0.5 0.1 0.49
H 3.1880 -1.4439 -2.4448 0.3 0.5 0.3 0.17
H 4.9521 1.6008 2.1578 -0.3 -0.1 -0.5 0.38
H 5.1431 -2.1710 0.3479 -0.6 0.4 -0.2 0.34
H 5.0333 -0.7406 -0.6767 -0.3 0.0 0.5 0.39
H -2.1392 1.4389 0.9841 -0.3 -0.2 -0.4 0.14
H -2.4697 0.5061 -4.2963 -0.2 -0.3 0.1 0.49
H -5.2621 -1.1623 -0.6433 0.3 0.3 0.9 0.44
H 1.4224 1.4614 -2.3185 -0.2 -0.1 -0.2 0.58
H -2.8923 0.9860 3.2234 -0.3 -0.5 -0.7 0.35
H 2.7424 1.5637 0.1646 0.4 -0.2 0.8 0.12
H 3.5558 1.6857 3.7025 -1.0 0.6 -0.6 0.23
H 0.2061 3.7786 -1.6230 -0.1 0.0 -0.3 0.52
H 2.4263 -0.8753 -0.1272 -0.2 -0.1 0.1 0.00
H 5.5044 -0.6774 2.0406 -0.6 0.4 -0.5 0.38
H 0.6454 3.1122 2.3869 0.1 -0.4 -0.3 0.26
H 3.7357 -0.7850 2.1546 0.7 0.6 -0.6 0.29
```
Positions in Å, forces in eV/Å.

Values from the calculation:
**HOMO level (alpha / beta)**: -7.3 / -7.3 eV
**Total charge**: 0
**Calculated total energy**: -1406.60104 a.u.
**Largest force on an atom**: 0.053 Eh/bohr

# 2
Density functional theory data (ωB97M-V/def2-TZVPD) for a structure of composition C22H24FN3O3.

```
53
Properties=species:S:1:pos:R:3:forces:R:3:mulliken_charge:R:1
F -3.4385 5.4021 -4.8827 0.0 0.0 0.0 -0.31
O 1.4781 1.8107 0.2958 0.0 0.0 0.0 -0.55
O -2.7500 0.0957 -0.9350 0.5 -0.1 -0.2 -0.67
O 1.8309 -1.5100 3.7516 0.0 0.0 0.0 -0.72
N -2.1260 2.1413 -0.1102 0.4 0.3 -0.5 -0.25
N -3.8869 1.1717 -3.1760 0.0 0.0 0.0 -0.02
N 2.5483 -0.1329 2.1024 0.0 0.0 0.0 -0.12
C 0.3842 2.1532 -0.5659 0.0 0.0 0.0 -0.66
C -3.9526 4.1684 -5.0522 0.0 0.0 0.0 0.42
C -4.2506 1.9234 -4.2572 0.0 0.0 0.0 -0.06
C -0.3549 0.5366 0.9856 0.0 0.0 0.0 -0.54
C 0.7868 1.4240 1.5133 0.1 -0.1 0.0 1.08
C -2.9986 3.1997 -2.8281 0.0 0.0 0.0 -0.75
C 3.2601 -2.4127 2.0654 0.0 0.0 0.0 -0.78
C 3.4133 -3.6354 2.5721 0.0 -0.1 0.0 0.44
C 2.9030 -4.1630 3.8920 -0.1 0.0 -0.1 -0.57
C 1.7837 1.0078 2.5502 0.0 0.0 0.0 -1.18
C -3.1383 1.9374 -2.3174 0.0 0.0 0.0 0.62
C 3.6512 -5.4933 4.1221 0.1 0.0 0.1 -0.63
C 4.2093 -4.7293 1.9070 0.0 0.1 0.0 -0.79
C -0.7902 1.8926 0.3851 -0.2 -0.2 0.2 -0.05
C -5.0077 1.5896 -5.3865 0.0 0.0 0.0 -1.11
C -2.6198 1.2928 -1.0932 -0.8 0.0 0.4 0.67
C -5.2108 2.5755 -6.3218 0.0 0.0 0.0 -0.24
C -0.2514 2.5477 1.6795 -0.1 0.0 0.0 -0.94
C -3.7107 3.2103 -4.0653 0.0 0.0 0.0 0.34
C 4.7853 -5.5100 3.0882 0.0 -0.1 0.0 -0.61
C -4.6866 3.8752 -6.1664 0.0 0.0 0.0 -0.79
C 2.4792 -1.3446 2.7276 0.0 0.0 0.0 0.91
H -5.4165 0.5968 -5.5167 0.0 0.0 0.0 0.40
H 2.4452 1.8504 2.7704 0.0 0.0 0.0 0.31
H 5.6626 -4.9890 3.4794 0.0 0.0 0.0 0.28
H 0.4592 3.1972 -0.8843 0.0 0.0 0.0 0.32
H 2.9859 -6.3449 3.9708 0.0 0.0 -0.1 0.29
H 3.7263 -2.1734 1.1145 0.0 0.0 0.0 0.24
H 4.9517 -4.3477 1.2067 0.0 0.0 0.0 0.36
H -2.4469 4.0196 -2.3992 0.0 0.0 0.0 0.48
H -4.8551 4.6398 -6.9113 0.0 0.0 0.0 0.45
H -1.0294 0.1960 1.7670 0.0 0.0 0.0 0.33
H 0.3632 1.5064 -1.4474 0.0 0.0 0.0 0.35
H 4.0359 -5.5709 5.1386 0.0 0.0 0.0 0.30
H -0.9189 2.3879 2.5233 0.0 0.0 0.0 0.32
H 3.5188 -5.3702 1.3466 0.0 0.0 0.0 0.27
H -4.0865 0.2013 -2.9997 0.0 0.0 0.0 0.21
H -5.7908 2.3551 -7.2080 0.0 0.0 0.0 0.37
H -0.0981 -0.2652 0.2968 0.0 0.0 0.0 0.33
H 1.2753 0.7124 3.4662 0.0 0.0 0.0 0.40
H -2.2401 3.1105 -0.3823 0.0 0.0 0.1 0.29
H 3.0529 -3.4303 4.6825 0.1 0.0 0.0 0.33
H 0.1124 3.5739 1.6241 0.0 0.0 0.0 0.32
H 3.0355 -0.0618 1.2259 0.0 0.0 0.0 0.24
H 1.8213 -4.2995 3.8379 0.0 0.0 0.0 0.30
H 5.0966 -6.5190 2.8183 0.0 0.0 0.0 0.34
```
Positions in Å, forces in eV/Å.

Values from the calculation:
**Energy above the lowest of the compared OMol25 structures with the same formula, charge and spin**: 220.5 kJ/mol
**HOMO level**: -8.5 eV
**Total charge**: 0
**Calculated total energy**: -1342.59402 a.u.
**Largest force on an atom**: 0.017 Eh/bohr

# 3
Density functional theory data (ωB97M-V/def2-TZVPD) for a structure of composition C22H24MnNO3S2 in a non-equilibrium geometry.

```
53
Properties=species:S:1:pos:R:3:forces:R:3:mulliken_charge:R:1
Mn 0.5005 -0.0857 -0.3600 -1.6 0.9 1.7 0.18
S -1.0577 1.0989 1.2525 -0.7 0.5 -0.4 -0.48
S 1.4833 0.8745 4.5623 -3.4 -0.2 -2.6 0.97
O 2.4351 -0.2092 4.4645 0.8 0.2 0.3 -0.66
O 1.7919 2.0158 5.3878 0.9 0.3 0.2 -0.69
O -0.6466 0.0806 -1.9131 -1.8 0.4 -1.9 0.02
N 0.9144 1.3033 3.0445 2.6 0.4 1.5 -0.46
C -0.0904 0.2276 5.0106 0.3 -0.5 1.7 -0.22
C -0.4039 -0.4064 6.2032 -0.3 0.3 -0.5 -0.55
C -1.6948 -0.9230 6.3517 0.3 -0.1 0.6 -0.45
C -0.8822 -2.0207 -0.1406 0.2 -0.6 1.4 -0.74
C 0.0135 -1.1020 -5.0860 0.4 -0.5 0.0 -1.21
C -2.6260 -0.8277 5.3059 0.1 0.4 -0.9 -0.57
C -0.4936 0.2524 -4.8334 0.3 0.1 0.1 0.77
C 2.3700 0.2897 -1.3879 0.9 1.1 0.1 -0.80
C 0.1375 1.4006 -5.5084 0.4 0.3 -0.1 -1.41
C -1.0081 0.3622 3.9680 0.7 0.3 -1.6 0.42
C 1.1014 2.1423 -0.8242 1.2 0.1 -1.2 -0.57
C 0.2602 -2.2712 -0.9563 1.3 -0.3 0.8 0.02
C 1.7220 1.6673 0.3663 0.6 -0.3 -0.7 -0.50
C -0.3424 0.9672 2.8049 -1.1 -0.7 1.3 0.18
C -1.7027 0.4494 -4.0397 -1.0 0.3 0.5 -0.93
C -0.4418 -1.6665 1.1659 0.0 -1.3 -1.0 -0.12
C 2.5056 0.5153 0.0350 0.7 1.4 -1.1 -0.93
C 1.5188 1.3115 -1.9063 1.1 1.0 0.8 0.08
C 1.4295 -2.0042 -0.1685 -1.2 -2.0 0.4 -0.76
C 0.9877 -1.5661 1.1401 -0.2 -0.9 -0.4 -0.90
C -1.4845 0.9599 -2.5800 1.0 -1.1 0.9 -0.81
C -2.2790 -0.2000 4.1047 -0.7 -0.3 0.5 -0.30
H 1.6964 2.1375 1.3459 -0.3 -0.5 -0.4 0.82
H -2.3315 1.2097 -4.5332 -0.2 -0.1 0.0 0.41
H 3.1846 0.0114 0.7162 -0.4 -0.1 -0.1 0.52
H 1.2127 1.2214 -5.6566 -0.1 0.1 0.0 0.34
H 2.4505 -2.2349 -0.4597 -0.3 0.4 0.0 0.54
H 0.0152 2.3333 -4.9391 0.0 -0.2 -0.1 0.35
H 0.3614 -0.4773 6.9726 -0.2 -0.1 0.0 0.34
H 0.2561 -2.7006 -1.9583 0.0 0.5 0.2 0.38
H -1.0707 1.9898 -2.6245 -0.1 0.0 0.0 0.21
H -3.6251 -1.2490 5.4260 0.2 0.1 0.0 0.34
H -0.1653 -1.7626 -4.2250 0.0 0.2 -0.2 0.15
H 1.0932 -1.0847 -5.2957 -0.1 -0.1 0.0 0.32
H -2.4575 1.0058 -2.0586 -0.2 0.3 -0.3 0.33
H 2.8916 -0.4464 -1.9956 -0.2 0.1 0.3 0.43
H 0.4598 3.0176 -0.9047 0.0 -0.4 0.1 0.31
H -0.4704 -1.5642 -5.9659 0.0 -0.1 0.0 0.32
H -2.2700 -0.4942 -3.9872 0.1 0.2 0.1 0.29
H -0.2855 1.5817 -6.5127 0.0 0.0 0.0 0.37
H 1.3530 1.5014 -2.9669 -0.4 -0.4 0.4 0.51
H -1.0758 -1.6041 2.0478 0.3 0.5 -0.4 0.67
H -2.9713 -0.1223 3.2643 0.1 -0.1 0.2 0.36
H -1.9696 -1.4080 7.2844 0.0 0.0 -0.1 0.33
H 1.6240 -1.3532 1.9983 -0.3 0.1 -0.3 0.47
H -1.9234 -2.1439 -0.4352 0.4 0.3 0.0 0.32
```
Positions in Å, forces in eV/Å.

Values from the calculation:
**2S+1**: 5
**HOMO level (alpha / beta)**: 1.2 / -0.9 eV
**Total charge**: -2
**Calculated total energy**: -3080.35730 a.u.
**Largest force on an atom**: 0.083 Eh/bohr

# 4
Density functional theory data (ωB97M-V/def2-TZVPD) for the molecule C22H24N2O2 in a non-equilibrium geometry.

```
50
Properties=species:S:1:pos:R:3:forces:R:3:mulliken_charge:R:1
O -1.2419 -2.0409 2.1666 -0.1 0.8 -0.4 -0.61
O 0.3744 1.9426 2.6097 -0.3 0.4 -1.1 -0.57
N -2.8095 1.9171 -1.2361 0.4 0.2 1.2 -0.48
N 0.0957 -0.2971 2.8609 0.6 -0.7 -2.6 -0.35
C 0.9083 0.6851 2.0806 0.2 1.0 2.5 0.39
C -2.5315 -2.5205 -2.9743 1.6 2.1 2.0 -0.48
C -1.4481 -0.8864 -0.6519 -0.3 -1.7 -2.5 -0.43
C -0.9177 -0.7495 -2.0192 -1.5 -1.4 0.2 0.23
C 3.0792 -2.8042 0.3408 -0.5 1.5 -0.8 -0.79
C 2.3024 -0.5427 -1.3330 0.8 -1.7 1.2 -0.13
C -0.8754 -0.0828 0.5672 -1.1 -0.9 0.4 1.39
C 0.9787 1.8189 -0.0958 -0.4 0.2 -0.8 -0.51
C 1.6710 -0.6529 -0.0022 1.4 -2.2 -1.0 0.18
C -1.4417 -1.5435 -3.1434 -0.8 -0.4 1.7 -0.85
C -3.0856 -2.6274 -1.6258 1.2 0.8 -0.8 -0.79
C 2.0973 -1.8257 0.7845 0.3 0.7 -1.3 -0.28
C -2.3552 2.0624 -0.0466 0.2 1.5 0.2 0.02
C -2.5663 -1.8429 -0.5203 0.8 0.4 -0.8 -0.44
C 0.6186 0.4178 0.5252 2.8 0.6 0.0 2.87
C 3.2972 -1.5262 -1.7861 -0.6 -0.5 1.7 -0.84
C 0.6011 2.3110 -1.3751 0.2 0.0 -0.2 -0.97
C -0.7623 -0.9650 1.9106 0.7 -0.5 0.4 -0.48
C 2.4427 0.8394 2.5076 -0.4 -0.2 -0.4 -1.46
C 3.7106 -2.6708 -0.9645 -1.8 1.8 0.8 -0.56
C -2.0549 0.9087 0.9647 -0.9 0.6 -0.5 -0.70
C -2.1104 3.5385 0.4992 0.5 -1.0 1.3 -1.13
H -1.9619 1.3652 1.9816 0.2 -0.5 -1.0 0.65
H -3.0280 -1.9836 0.4903 0.5 0.1 -1.2 0.29
H 1.6558 -1.9414 1.7996 0.5 -0.1 -1.0 0.18
H 3.1047 1.0014 1.6104 -0.6 -0.6 0.9 0.31
H 2.7371 -0.0563 3.1108 0.1 0.8 -0.7 0.33
H -1.4513 4.1422 -0.1724 -0.8 -0.5 0.3 0.31
H -0.2853 2.9966 -1.5076 2.2 1.0 0.4 0.05
H 3.3257 -3.6232 1.0646 -0.2 0.8 -1.0 0.35
H 4.4877 -3.3842 -1.3250 -0.8 0.7 0.4 0.36
H -2.9908 0.2769 1.0055 1.1 0.5 -0.1 0.53
H 1.1780 2.1160 -2.3250 -1.9 -1.6 0.6 0.39
H 2.5488 1.7653 3.1314 -0.3 -1.0 -0.5 0.37
H 1.6442 2.4874 0.5229 -2.5 0.0 0.5 0.20
H -0.1004 -0.0424 -2.2710 -0.8 -0.6 0.5 0.16
H -3.9218 -3.3487 -1.4581 0.8 0.8 0.0 0.32
H -2.9084 2.8796 -1.5994 -0.1 -0.6 -0.2 0.37
H -0.3492 1.7498 3.2263 0.4 -0.3 -0.4 0.49
H -3.0774 4.0577 0.7431 0.8 -0.5 -0.6 0.36
H -1.5557 3.4521 1.4813 -0.5 0.2 -1.0 0.21
H 0.6341 -0.9610 3.4231 -0.5 0.3 -0.1 0.47
H -0.9673 -1.4102 -4.1488 -0.5 -0.1 1.1 0.33
H -2.8708 -3.1108 -3.8537 0.1 0.5 1.0 0.36
H 3.7732 -1.4274 -2.7910 -0.6 0.1 1.0 0.35
H 2.0566 0.2688 -2.0484 0.1 -0.6 0.8 0.02
```
Positions in Å, forces in eV/Å.

Values from the calculation:
**Energy above the lowest of the compared OMol25 structures with the same formula, charge and spin**: 935.1 kJ/mol
**HOMO level**: -7.4 eV
**Total charge**: 0
**Calculated total energy**: -1112.43766 a.u.
**SMILES**: [H]/N=C(\C)C[C@]1(c2ccccc2)C(=O)N[C@](C)(O)[C@@]1(C=C)c1ccccc1
**Largest force on an atom**: 0.064 Eh/bohr